[1]
Here is C26H38FeIN4O2S3 as an isolated structure from the OMol25 dataset. Energies are from ωB97M-V/def2-TZVPD.

Positions of all 75 atoms, in Å:
1 Fe -0.896 0.873 -0.338
2 C -3.337 2.770 0.958
3 C -3.187 1.680 1.993
4 S -1.552 0.904 1.948
5 C -2.028 -0.798 2.295
6 C -3.000 -1.435 1.291
7 S -2.890 -0.835 -0.422
8 C -4.473 0.012 -0.684
9 C -4.256 1.380 -1.331
10 S -2.851 2.321 -0.712
11 H -2.708 3.617 1.213
12 H -4.368 3.123 0.911
13 H -3.929 0.895 1.877
14 H -3.296 2.107 2.991
15 H -2.441 -0.835 3.305
16 H -1.087 -1.338 2.312
17 H -4.040 -1.320 1.593
18 H -2.796 -2.505 1.268
19 H -5.002 0.099 0.263
20 H -5.080 -0.608 -1.342
21 H -5.150 1.996 -1.227
22 H -4.057 1.282 -2.400
23 C -0.842 5.498 0.618
24 C 0.191 4.600 1.235
25 N 0.977 5.126 2.144
26 C 2.039 4.433 2.616
27 C 2.427 3.221 2.117
28 C 3.677 2.533 2.603
29 O 4.605 2.256 1.557
30 C 1.571 2.633 1.149
31 C 2.002 1.546 0.318
32 N 1.244 0.969 -0.548
33 C 1.880 0.103 -1.499
34 C 3.110 -0.520 -1.311
35 C 3.677 -1.269 -2.331
36 C 3.031 -1.423 -3.550
37 C 1.792 -0.831 -3.750
38 C 1.251 -0.088 -2.718
39 I -0.599 0.825 -2.950
40 C 0.387 3.254 0.803
41 O -0.559 2.693 0.046
42 H -1.073 6.311 1.301
43 H -1.752 4.982 0.326
44 H -0.435 5.933 -0.298
45 H 2.613 4.926 3.392
46 H 3.432 1.563 3.040
47 H 4.137 3.132 3.391
48 H 5.053 3.073 1.310
49 H 3.062 1.316 0.350
50 H 3.643 -0.414 -0.375
51 H 4.640 -1.735 -2.170
52 H 3.487 -1.997 -4.345
53 H 1.274 -0.939 -4.693
54 C -1.778 -3.949 -1.633
55 C -0.490 -3.164 -1.821
56 N 0.401 -3.266 -0.661
57 C 1.145 -4.532 -0.551
58 C 2.410 -4.567 -1.389
59 C 0.571 -2.256 0.194
60 C 1.586 -2.427 1.292
61 N -0.127 -1.146 0.115
62 H -2.372 -3.917 -2.547
63 H -2.381 -3.532 -0.829
64 H -1.585 -4.998 -1.408
65 H -0.698 -2.111 -1.994
66 H 0.059 -3.539 -2.687
67 H 0.464 -5.320 -0.869
68 H 1.368 -4.725 0.496
69 H 2.194 -4.410 -2.447
70 H 2.890 -5.539 -1.289
71 H 3.120 -3.803 -1.073
72 H 1.243 -3.147 2.036
73 H 1.754 -1.474 1.793
74 H 2.537 -2.786 0.902
75 H 0.172 -0.486 0.830

Orbital gap (alpha / beta)   6.10 / 7.09 eV
Total charge   +2
E   -4138.449940 a.u.
<S²>   0.9010
2S+1   2
LUMO energy (alpha / beta)   -7.417 / -6.442 eV
Strongest force on any atom   1.36 eV/A

[2]
Here is the molecule C5H10OS from the OMol25 dataset. Energies are from ωB97M-V/def2-TZVPD.

Positions of all 17 atoms, in Å:
1 C -0.566 0.257 2.725
2 S -1.174 -0.884 1.444
3 C 0.332 -1.086 0.460
4 C 0.690 0.162 -0.371
5 C -0.330 0.594 -1.427
6 C 0.026 0.058 -2.805
7 O 0.575 0.719 -3.643
8 H -0.134 -0.367 3.494
9 H -1.431 0.790 3.105
10 H 0.128 1.016 2.391
11 H 1.156 -1.320 1.121
12 H 0.108 -1.880 -0.242
13 H 0.886 0.994 0.308
14 H 1.673 -0.020 -0.826
15 H -0.292 1.675 -1.516
16 H -1.357 0.277 -1.232
17 H -0.289 -0.985 -2.987

Orbital gap   9.62 eV
E   -669.914335 a.u.
Energy relative to the best compared isomer or geometry (same formula, charge and spin)   0.601 eV
SMILES   CSCCCC=O
2S+1   1
LUMO energy   0.856 eV
Strongest force on any atom   1.20 eV/A

[3]
Here is the molecule HNO2S from the OMol25 dataset. Energies are from ωB97M-V/def2-TZVPD.

Positions of all 5 atoms, in Å:
1 O 2.221 -0.896 -0.116
2 N 0.695 -0.639 -0.087
3 S 0.251 0.850 -0.039
4 O -1.322 0.663 -0.171
5 H -1.844 0.021 0.414

Orbital gap (alpha / beta)   8.42 / 8.33 eV
E   -603.839967 a.u.
Energy relative to the best compared isomer or geometry (same formula, charge and spin)   3.279 eV
SMILES   O=NSO
2S+1   1
LUMO energy (alpha / beta)   -1.524 / -1.513 eV
Strongest force on any atom   7.55 eV/A